Record 1
C37H77N3O10 | wB97M-V/def2-TZVPD

Positions of all 127 atoms, in Å:
1 C 12.2303 10.1224 3.9686
2 N 11.9377 11.2919 3.0738
3 C 12.7995 11.7367 2.1378
4 C 12.3408 12.9090 1.3260
5 O 13.8961 11.2495 1.9193
6 H 13.0418 10.3691 4.6533
7 H 12.5336 9.1789 3.5149
8 H 11.3586 9.8708 4.5727
9 H 11.1829 11.9229 3.3023
10 H 11.2784 12.8211 1.0990
11 H 12.8833 12.8687 0.3814
12 H 12.5883 13.8550 1.8078
13 C 8.2907 11.1114 -5.1218
14 N 8.5716 11.5524 -3.7430
15 C 8.2259 12.7670 -3.3056
16 C 8.6233 13.1873 -1.9509
17 O 7.6323 13.5961 -3.9751
18 H 8.7432 11.9096 -5.7102
19 H 7.2069 11.1330 -5.2361
20 H 8.6896 10.1176 -5.3247
21 H 9.0921 10.9332 -3.1382
22 H 7.7658 12.9739 -1.3127
23 H 8.7362 14.2697 -1.8891
24 H 9.5598 12.7274 -1.6354
25 C 10.9573 11.7765 7.3447
26 N 10.8042 13.2079 7.5883
27 C 10.2064 13.8026 8.5553
28 C 10.2656 15.3374 8.6282
29 O 9.4874 13.1963 9.3359
30 H 11.7641 11.6442 6.6239
31 H 10.0318 11.3754 6.9314
32 H 11.1598 11.2762 8.2917
33 H 11.1682 13.8667 6.9148
34 H 10.5882 15.6997 9.6043
35 H 9.2434 15.5949 8.3507
36 H 10.9723 15.7763 7.9239
37 C 3.5171 16.0111 4.1252
38 C 4.2004 16.1445 2.7815
39 C 3.8207 14.7768 2.1409
40 O 3.7510 13.8549 3.1878
41 C 3.7944 14.5337 4.4919
42 H 2.4871 16.3499 4.0148
43 H 4.0965 16.6776 4.7641
44 H 5.2629 16.3822 2.8349
45 H 3.8853 16.9744 2.1491
46 H 4.5533 14.4276 1.4132
47 H 2.8687 14.8225 1.6119
48 H 4.7958 14.3682 4.8890
49 H 3.0005 14.1563 5.1364
50 C 7.6986 17.8927 4.3368
51 C 8.6457 18.6124 5.2865
52 C 8.6749 17.7442 6.4975
53 O 7.2833 17.2246 6.6026
54 C 6.6605 17.3746 5.3818
55 H 8.2520 17.1210 3.8018
56 H 7.2920 18.4758 3.5106
57 H 8.1648 19.5599 5.5294
58 H 9.5881 18.7655 4.7606
59 H 9.0706 18.1971 7.4066
60 H 9.2036 16.8017 6.3547
61 H 5.8230 18.0497 5.5575
62 H 6.3207 16.3666 5.1441
63 C 6.4387 16.8021 -1.3297
64 C 6.6344 16.7450 0.1737
65 C 5.9694 18.0539 0.5882
66 O 6.3454 18.9343 -0.4561
67 C 6.4648 18.2580 -1.6841
68 H 5.5034 16.3283 -1.6276
69 H 7.2841 16.2621 -1.7561
70 H 7.6761 16.8027 0.4893
71 H 6.1342 15.8991 0.6453
72 H 6.1664 18.3126 1.6286
73 H 4.8963 17.9023 0.4720
74 H 7.4171 18.4562 -2.1761
75 H 5.6090 18.5727 -2.2812
76 C 3.9216 10.9840 -1.0298
77 C 4.2943 10.1370 0.1498
78 C 4.7843 11.2292 1.0514
79 O 5.5583 12.0388 0.1528
80 C 4.9931 12.0362 -1.1277
81 H 2.9096 11.3768 -0.9314
82 H 3.7738 10.3317 -1.8904
83 H 5.0158 9.3748 -0.1443
84 H 3.4488 9.6056 0.5866
85 H 5.3487 10.8419 1.8996
86 H 3.9709 11.8602 1.4097
87 H 5.7794 11.7433 -1.8234
88 H 4.5269 13.0060 -1.3018
89 C 8.2600 13.9085 4.5628
90 C 7.5692 14.1260 3.2402
91 C 7.8237 12.8205 2.4050
92 O 8.9209 12.1787 3.1254
93 C 9.4589 13.0245 4.1662
94 H 7.5925 13.4106 5.2661
95 H 8.5309 14.9049 4.9123
96 H 8.1211 14.9550 2.7971
97 H 6.5375 14.4769 3.2618
98 H 8.1790 13.1545 1.4302
99 H 6.9787 12.1369 2.4876
100 H 10.1943 13.6490 3.6589
101 H 9.9685 12.5566 5.0085
102 C 7.3878 7.4524 4.8486
103 C 7.5280 8.7794 4.0986
104 C 8.2091 9.7544 5.0736
105 O 8.8200 8.8458 5.9359
106 C 8.0869 7.6911 6.2581
107 H 7.8919 6.5836 4.4254
108 H 6.3662 7.1425 5.0687
109 H 6.5049 9.1387 3.9881
110 H 8.1551 8.8439 3.2094
111 H 7.5075 10.4616 5.5160
112 H 9.0375 10.3181 4.6447
113 H 7.3573 7.7472 7.0660
114 H 8.7713 6.8908 6.5397
115 C 9.5978 10.0182 0.3272
116 C 8.1395 9.6950 0.0576
117 C 8.3378 8.7477 -1.1058
118 O 9.4408 7.9535 -0.5948
119 C 10.3783 8.7487 0.1436
120 H 9.6219 10.4962 1.3065
121 H 10.0891 10.7609 -0.3013
122 H 7.4739 10.5367 -0.1332
123 H 7.7221 9.2539 0.9628
124 H 8.4918 9.3134 -2.0246
125 H 7.3988 8.2069 -1.2235
126 H 11.2840 8.9175 -0.4389
127 H 10.6538 8.3752 1.1299

As for the net charge: 0. Its LUMO energy is 0.0069 hartree. The value obtained for the energy above the lowest of the compared OMol25 structures with the same formula, charge and spin is 138.7 kJ/mol. Its SMILES is CNC(C)=O.CNC(C)=O.CNC(C)=O.C1CCOC1.C1CCOC1.C1CCOC1.C1CCOC1.C1CCOC1.C1CCOC1.C1CCOC1. The calculation puts the total energy at -64558.231 eV. For the highest occupied orbital energy, the calculation gives -9.48 eV.

These are the Mulliken partial charges, in e, on atoms 1 to 8:
1. C -1.03
2. N 0.11
3. C 0.65
4. C -0.75
5. O -0.70
6. H 0.37
7. H 0.33
8. H 0.27



Record 2
C37H78N2O12 | wB97M-V/def2-TZVPD

Positions of all 129 atoms, in Å:
1 C -28.2010 4.0658 22.7346
2 N -28.6164 3.3218 21.5351
3 C -29.3334 1.9931 21.8512
4 C -29.6090 4.2518 20.7080
5 C -27.3678 3.0567 20.7516
6 C -27.5468 2.4899 19.3778
7 O -26.4066 2.6893 18.5348
8 H -29.1206 4.0697 23.4160
9 H -28.0137 5.0251 22.5298
10 H -27.3879 3.5506 23.1914
11 H -30.1437 2.1326 22.5887
12 H -28.8141 1.1180 22.2859
13 H -29.6601 1.4463 20.7568
14 H -30.3278 4.5832 21.2489
15 H -30.1964 3.7562 19.9215
16 H -29.0472 4.8676 20.1529
17 H -26.5564 2.5608 21.3274
18 H -26.8072 4.0938 20.6087
19 H -28.4198 2.8833 18.7938
20 H -27.8009 1.4139 19.3983
21 H -26.6385 2.4747 17.6422
22 N -30.8333 1.4994 18.4401
23 O -30.3135 0.3675 18.7309
24 O -31.6949 1.9501 19.2978
25 O -30.3859 2.3113 17.6123
26 C -34.4876 6.9026 18.5969
27 C -33.6085 5.8659 17.8423
28 C -33.0784 4.9007 18.9349
29 O -33.0615 5.8335 19.9846
30 C -34.2219 6.5769 20.0098
31 H -35.5264 6.6907 18.3169
32 H -34.3037 7.9006 18.3910
33 H -32.7682 6.3089 17.2118
34 H -34.2021 5.2107 17.2830
35 H -32.0187 4.4334 18.8342
36 H -33.5772 4.1504 19.1266
37 H -34.2206 7.5247 20.6028
38 H -34.9430 6.0001 20.4687
39 C -27.7725 -2.2624 18.9501
40 C -26.2259 -2.5009 18.8590
41 C -26.1334 -3.6515 19.8645
42 O -27.4276 -4.3421 19.7920
43 C -28.3803 -3.3234 19.8831
44 H -28.1545 -2.5614 17.9130
45 H -28.0187 -1.2392 19.1138
46 H -25.6165 -1.8907 19.1866
47 H -26.0644 -2.9174 17.9327
48 H -25.9155 -3.4245 20.9800
49 H -25.3490 -4.1884 19.4384
50 H -28.4278 -2.8207 20.9370
51 H -29.3688 -3.7261 19.5101
52 C -31.5413 -1.0869 14.3642
53 C -30.6009 -1.1929 15.5051
54 C -31.2744 -2.2914 16.3483
55 O -31.9785 -3.1539 15.4447
56 C -32.1269 -2.4447 14.1879
57 H -31.0244 -0.7754 13.4327
58 H -32.2094 -0.3396 14.7442
59 H -30.5593 -0.3583 16.1384
60 H -29.5097 -1.1754 15.1472
61 H -32.2039 -1.8368 16.8961
62 H -30.4414 -2.7473 17.1741
63 H -32.9725 -2.4397 14.0099
64 H -31.4965 -2.9360 13.3663
65 C -35.7940 0.5725 17.8459
66 C -34.5428 0.1898 17.0765
67 C -34.2173 1.4707 16.4101
68 O -35.3340 2.3702 16.6635
69 C -35.7530 2.0334 17.9339
70 H -36.0170 0.2911 18.9024
71 H -36.6165 0.2959 17.2003
72 H -34.6678 -0.6884 16.3268
73 H -33.7782 -0.3837 17.6290
74 H -34.0820 1.3043 15.3767
75 H -33.1931 1.8808 16.7368
76 H -36.8741 2.3096 18.0174
77 H -35.1465 2.4406 18.6787
78 C -28.2855 5.8684 17.2336
79 C -29.8079 5.9746 17.4123
80 C -30.1103 7.1669 18.3749
81 O -28.8663 7.2669 19.0837
82 C -27.8876 7.1022 18.0788
83 H -27.7678 6.0214 16.3323
84 H -27.8971 5.0412 17.8976
85 H -30.0194 4.9975 17.8167
86 H -30.4191 6.1555 16.5139
87 H -30.8593 7.1003 19.1226
88 H -30.0319 8.0694 17.7117
89 H -26.8081 7.0137 18.5257
90 H -27.9206 7.9920 17.4724
91 C -30.1477 3.8765 13.5163
92 C -29.4078 3.2310 12.2746
93 C -30.1752 1.9987 12.0086
94 O -31.3287 1.9176 12.8615
95 C -30.9445 2.7650 14.0216
96 H -30.8550 4.6600 13.0737
97 H -29.6919 4.2070 14.1877
98 H -28.3863 3.1507 12.4969
99 H -29.6724 3.9441 11.4619
100 H -29.5694 1.1145 12.1663
101 H -30.3951 1.8948 10.9524
102 H -30.3095 2.3932 14.6178
103 H -31.7014 3.2172 14.5457
104 C -26.4937 1.9304 14.6100
105 C -27.7672 1.5947 15.2244
106 C -27.2295 0.5448 16.2993
107 O -25.8643 0.8458 16.4532
108 C -25.3895 1.0072 15.1539
109 H -26.3154 2.9721 14.8262
110 H -26.5887 1.8160 13.5195
111 H -28.4958 0.9745 14.6506
112 H -28.2134 2.3994 15.7385
113 H -27.1299 -0.5072 15.8794
114 H -27.9425 0.5092 17.1030
115 H -25.5489 -0.0075 14.6102
116 H -24.4113 1.4507 15.1065
117 C -30.8525 -2.0937 22.6040
118 C -31.6230 -2.0852 21.2553
119 C -32.3752 -0.7984 21.1491
120 O -32.5426 -0.5292 22.6133
121 C -31.3564 -0.8586 23.2392
122 H -29.8739 -1.8352 22.1931
123 H -31.3456 -3.2525 23.0318
124 H -32.5739 -2.8941 21.3125
125 H -30.9479 -2.2374 20.4735
126 H -33.2971 -0.5711 20.6711
127 H -31.5522 -0.2255 20.6480
128 H -31.5705 -0.9555 24.3537
129 H -30.5340 -0.1039 23.2313

As for the net charge: 0. Its LUMO energy is -0.0016 hartree. The value obtained for the energy above the lowest of the compared OMol25 structures with the same formula, charge and spin is 0.0 kJ/mol. The calculation puts the total energy at -67160.352 eV. For the highest occupied orbital energy, the calculation gives -8.95 eV.

These are the Mulliken partial charges, in e, on atoms 1 to 8:
1. C -1.09
2. N 0.63
3. C -0.97
4. C -2.55
5. C -1.14
6. C 1.66
7. O -0.73
8. H 0.33



Record 3
C37H82I2N2O7PS2 | wB97M-V/def2-TZVPD

Positions of all 133 atoms, in Å:
1 C 0.2633 1.5257 2.4949
2 C 1.4210 1.1948 1.6020
3 P 3.1766 1.8448 2.1650
4 S 2.8247 0.4094 3.7663
5 C 3.1678 3.2310 0.8312
6 C 1.8632 3.4163 -0.1208
7 C 1.7524 2.5031 -1.4693
8 C 0.2657 2.8191 -2.1592
9 C -0.9196 1.7953 -1.6238
10 C -2.1975 2.5885 -0.9214
11 C -3.6093 1.7581 -0.9679
12 C -3.5137 0.2089 -0.4049
13 C -2.7008 0.0550 1.0118
14 C -3.5975 -0.6552 2.2144
15 C 3.9912 0.6763 0.9508
16 C 3.5379 -0.8824 0.8750
17 S 4.9307 -1.6972 -0.1647
18 C 4.2347 -2.5930 -1.6435
19 N 4.0970 -4.1122 -1.5728
20 N 3.5948 -4.5906 -2.7918
21 C 3.4087 -3.3514 -3.6880
22 O 3.8069 -2.1034 -2.9634
23 C 4.8265 2.4832 2.9735
24 I 5.2146 4.6461 3.4411
25 C 5.9729 1.6559 3.4209
26 C 7.3472 2.3427 4.0966
27 I 6.1173 -0.5063 3.3652
28 H -0.1346 0.8680 3.3762
29 H -0.3141 2.5547 2.3098
30 H 1.2294 0.6188 0.6085
31 H 2.4248 2.7831 3.0109
32 H 2.0364 -0.6401 3.2639
33 H 3.1210 4.2546 1.4494
34 H 4.1949 3.2754 0.2552
35 H 0.8289 3.5815 0.4543
36 H 2.0265 4.5134 -0.5871
37 H 1.8778 1.3531 -1.3301
38 H 2.5541 2.8948 -2.2327
39 H -0.0228 3.9074 -1.7614
40 H 0.3210 2.8989 -3.3275
41 H -1.3456 1.2436 -2.5761
42 H -0.4836 1.0682 -0.8082
43 H -2.3998 3.6245 -1.4689
44 H -1.9978 2.8668 0.2155
45 H -4.1096 1.7455 -2.0469
46 H -4.3756 2.3286 -0.2626
47 H -4.6355 -0.1290 -0.1800
48 H -3.1335 -0.5079 -1.2629
49 H -2.3291 1.0797 1.4447
50 H -1.7937 -0.6792 0.8108
51 H -4.3115 0.1461 2.7366
52 H -4.3043 -1.5039 1.8222
53 H -2.8622 -1.0426 3.0563
54 H 5.1740 0.8541 0.8881
55 H 3.6792 1.0773 -0.1386
56 H 3.5667 -1.5088 1.8536
57 H 2.5639 -1.0605 0.2257
58 H 3.0228 -3.4447 -4.8102
59 H 8.1744 1.5573 4.3448
60 H 7.0800 2.8702 5.1335
61 H 7.8532 3.1056 3.3298
62 C 0.9136 -6.1953 -3.7446
63 C -0.3032 -7.1060 -3.7049
64 C -0.3391 -8.0356 -4.9074
65 O -1.4869 -6.3122 -3.6863
66 H 0.8989 -5.5603 -4.6375
67 H 0.9196 -5.5234 -2.8796
68 H 1.8413 -6.7757 -3.7438
69 H -0.2906 -7.6972 -2.7828
70 H -0.3981 -7.4660 -5.8417
71 H -1.2265 -8.6767 -4.8720
72 H 0.5512 -8.6714 -4.9416
73 H -1.5066 -5.7838 -4.5014
74 C -0.9505 7.9811 -1.1398
75 C -1.7687 6.7439 -0.8066
76 C -3.0754 7.1115 -0.1217
77 O -1.0106 5.8924 0.0489
78 H -0.6888 8.5345 -0.2309
79 H -0.0073 7.7006 -1.6210
80 H -1.5003 8.6495 -1.8096
81 H -1.9789 6.1834 -1.7240
82 H -2.8892 7.6341 0.8233
83 H -3.6483 6.2107 0.1232
84 H -3.6891 7.7538 -0.7611
85 H -0.8193 6.3817 0.8662
86 C -1.9506 -5.0078 2.0638
87 C -1.1990 -3.7169 1.7805
88 C 0.2626 -3.9857 1.4597
89 O -1.2834 -2.8619 2.9177
90 H -1.5249 -5.5272 2.9297
91 H -2.9982 -4.7980 2.3053
92 H -1.9178 -5.6811 1.2017
93 H -1.6699 -3.1934 0.9413
94 H 0.7669 -4.4688 2.3041
95 H 0.7939 -3.0468 1.2700
96 H 0.3618 -4.6283 0.5793
97 H -0.8677 -3.3185 3.6678
98 C 7.9286 7.2549 6.3656
99 C 7.8960 8.4187 5.3879
100 C 6.9172 9.4921 5.8365
101 O 7.5165 7.9424 4.0992
102 H 6.9450 6.7777 6.4399
103 H 8.6281 6.4845 6.0235
104 H 8.2327 7.5859 7.3634
105 H 8.8987 8.8501 5.2956
106 H 5.8976 9.0943 5.8921
107 H 6.8951 10.3178 5.1171
108 H 7.1909 9.8903 6.8185
109 H 6.6274 7.5576 4.1714
110 C -7.3596 -1.8168 1.2402
111 C -7.3612 -0.6769 2.2462
112 C -8.7230 -0.5200 2.9038
113 O -7.0135 0.5370 1.5852
114 H -8.0815 -1.6316 0.4369
115 H -6.3767 -1.9099 0.7659
116 H -7.6081 -2.7680 1.7210
117 H -6.6012 -0.8617 3.0132
118 H -9.4934 -0.2889 2.1596
119 H -8.7128 0.3118 3.6164
120 H -9.0125 -1.4324 3.4346
121 H -7.6829 0.7092 0.9024
122 C -4.7085 -9.4277 -7.4024
123 C -3.9569 -8.1369 -7.6857
124 C -2.4953 -8.4056 -8.0065
125 O -4.0412 -7.2819 -6.5485
126 H -4.2828 -9.9472 -6.5365
127 H -5.7561 -9.2180 -7.1609
128 H -4.6757 -10.1010 -8.2645
129 H -4.4278 -7.6134 -8.5249
130 H -1.9910 -8.8888 -7.1621
131 H -1.9639 -7.4668 -8.1962
132 H -2.3960 -9.0483 -8.8869
133 H -3.6256 -7.7385 -5.7984

As for the net charge: -1. Its LUMO energy is 0.0627 hartree. The calculation puts the total energy at -104153.755 eV. For the highest occupied orbital energy, the calculation gives -2.28 eV.

These are the Mulliken partial charges, in e, on atoms 1 to 8:
1. C -0.81
2. C 0.32
3. P 2.11
4. S -0.18
5. C -1.00
6. C -0.30
7. C -0.35
8. C -0.37